# 1
25
Properties=species:S:1:pos:R:3 method="wB97M-V/def2-TZVPD" largest_force_ev_per_a=3.54 gap_ev=9.37 total_energy_ev=-12519.7852 homo_energy_ev=-17.898 total_charge=+2 lumo_energy_ev=-8.53 spin_multiplicity=1
H -2.445 -0.426 1.819
H 1.932 1.227 1.639
C 0.452 2.039 -0.995
C -0.307 -0.738 0.957
N -0.079 0.022 -2.207
C -1.742 -0.994 1.229
H 1.009 -2.921 2.265
H -0.408 1.555 -3.552
C 0.140 0.668 -1.084
H 0.239 0.011 -4.193
H 1.327 3.460 0.307
N -0.511 -1.656 1.778
C -0.383 0.511 -3.555
C 0.610 0.100 0.258
C 0.978 2.432 0.214
H 0.234 2.797 -1.784
H 0.405 1.448 1.985
H -1.460 0.449 -3.839
C 1.052 1.350 1.150
C 0.066 -2.557 2.689
H 1.487 -0.588 0.004
H 0.389 -2.039 3.636
H -0.601 -3.512 2.892
H -0.119 -1.037 -2.112
H -2.266 -1.603 0.498

***

# 2
26
Properties=species:S:1:pos:R:3 method="wB97M-V/def2-TZVPD" largest_force_ev_per_a=1.99 gap_ev=7.52 total_energy_ev=-14580.4986 homo_energy_ev=-7.793 lumo_energy_ev=-0.28 spin_multiplicity=1
H -2.994 1.427 0.477
N 0.641 2.284 -0.515
H 1.582 0.215 -1.768
H 3.965 0.484 1.302
H -4.850 -0.910 -0.298
C -2.202 -0.584 0.061
H -5.323 0.813 -0.249
O -2.424 -1.672 -0.453
N 1.605 1.361 -0.038
C -3.319 0.371 0.460
H -4.212 0.234 -1.487
C 3.453 -1.635 -1.104
C 3.394 -0.434 1.130
C -4.502 0.120 -0.436
H 0.971 2.637 -1.409
H 2.202 1.738 0.711
H 0.885 -0.055 2.024
C 0.051 -0.197 1.377
H 2.514 -0.454 1.796
H -3.574 0.134 1.499
H -0.237 1.759 -0.673
C 2.052 0.341 -0.795
H 3.004 -1.478 -2.096
H 4.040 -1.261 1.415
C 2.946 -0.571 -0.319
C -0.924 -0.316 0.669

***

# 3
26
Properties=species:S:1:pos:R:3 method="wB97M-V/def2-TZVPD" largest_force_ev_per_a=6.66 gap_ev=10.99 smiles=C[C@@H]1C[C@H]1C#N.C[C@@H](O)CC#N total_energy_ev=-14585.8834 homo_energy_ev=-10.661 lumo_energy_ev=0.33 spin_multiplicity=1
C -2.173 0.118 1.515
H -2.238 -0.168 -1.138
H -2.596 -0.826 1.846
H 1.575 0.115 -2.204
C 1.295 0.024 -1.140
H 2.279 0.136 0.810
C 3.599 1.067 -0.706
H -3.818 0.576 -1.526
H -1.900 2.087 -0.279
H 0.822 -0.959 -1.027
H -1.221 -0.071 1.002
H -1.947 0.737 2.395
H 3.476 1.518 -1.696
C -3.254 0.015 -0.759
C 2.484 0.183 -0.256
H 4.107 1.693 0.017
C 3.803 -0.418 -0.645
H 3.900 -1.038 -1.549
C -3.118 0.822 0.551
C 4.525 -0.808 0.480
C -3.978 -1.241 -0.493
N 5.086 -0.866 1.530
H 0.514 0.747 -0.919
O -2.655 2.149 0.324
N -4.617 -2.171 -0.191
H -4.102 0.947 1.015

***

# 4
26
Properties=species:S:1:pos:R:3 method="wB97M-V/def2-TZVPD" largest_force_ev_per_a=2.10 gap_ev=7.22 smiles="O=Cc1ccccc1.CN(C)N" total_energy_ev=-14585.9112 homo_energy_ev=-7.167 lumo_energy_ev=0.06 spin_multiplicity=1
H -0.312 -0.880 2.078
C -1.060 1.371 -1.593
C -2.873 -0.775 -1.647
H 0.298 1.336 1.868
C -2.432 1.618 -1.649
H 0.957 -2.094 1.734
C 0.847 -0.221 -1.331
N 1.305 1.164 1.949
C -3.341 0.550 -1.659
H 3.436 -0.347 2.480
C -0.590 0.043 -1.537
H -3.579 -1.608 -1.673
H 1.131 -1.286 -1.478
H 3.471 0.364 0.835
H 0.986 -1.174 3.279
H -4.416 0.751 -1.681
C 2.990 -0.387 1.470
N 1.556 -0.138 1.481
O 1.662 0.645 -1.027
C -1.504 -1.025 -1.598
H -1.104 -2.042 -1.599
H -2.791 2.649 -1.683
C 0.756 -1.118 2.197
H 1.798 1.805 1.323
H 3.140 -1.386 1.046
H -0.333 2.184 -1.585

***

# 5
27
Properties=species:S:1:pos:R:3 method="wB97M-V/def2-TZVPD" largest_force_ev_per_a=16.67 gap_ev=6.69 total_energy_ev=-16627.4796 homo_energy_ev=-6.603 lumo_energy_ev=0.09 spin_multiplicity=1
H -2.345 1.074 1.786
H -0.002 -0.613 -0.741
H -3.514 1.399 -0.604
H -1.710 0.150 -2.202
H -0.526 -0.458 1.815
O 4.922 -0.454 0.120
C -0.992 -0.988 -0.382
H -1.785 1.802 -0.423
H -0.980 -2.084 -0.576
C -2.517 0.325 1.050
H -2.934 -0.820 -1.297
O 0.449 -1.697 0.077
H -1.867 -1.608 1.542
C 2.082 1.449 -0.038
H 3.022 -2.061 -0.356
H 1.757 2.415 -0.036
C -2.498 0.940 -0.296
C -2.067 -0.202 -1.200
H 0.134 0.864 -0.417
H 3.957 1.967 -0.063
C 1.382 -0.858 -0.145
N 2.721 -1.105 -0.138
H -3.411 -0.207 1.246
C 1.099 0.536 -0.137
C -1.440 -0.725 1.072
C 3.769 -0.183 0.145
N 3.294 1.141 0.199

***

# 6
30
Properties=species:S:1:pos:R:3 method="wB97M-V/def2-TZVPD" largest_force_ev_per_a=10.21 gap_ev=6.42 total_energy_ev=-22770.1690 homo_energy_ev=-9.121 lumo_energy_ev=-2.70 spin_multiplicity=1
C -2.470 0.920 0.706
C 2.318 1.050 0.043
H -1.758 -2.237 1.103
N -1.540 -0.082 1.275
O 3.946 -1.015 0.560
H 3.673 3.403 -1.020
C 1.395 2.358 -0.205
C 1.800 -0.356 -0.366
C 2.954 -1.366 0.150
H -1.701 -1.401 -1.485
C -2.483 -1.041 -0.723
H -2.059 1.211 -1.502
H -2.067 1.997 1.025
C -2.572 0.526 -0.779
H 3.449 1.217 -0.146
O -0.053 2.472 -0.106
O 2.588 -2.724 0.066
O 2.206 3.517 -0.335
H -3.570 -1.338 -0.707
C -0.168 -1.578 -0.120
H 1.694 -2.828 -0.446
N 0.603 -0.679 0.353
H -3.459 0.745 1.240
C -1.511 -1.344 0.547
O 0.020 -2.482 -0.994
H -3.734 0.866 -0.999
H 2.261 0.987 1.136
H 1.813 -0.711 -1.582
H -1.699 -0.057 2.370
H 0.125 -0.031 0.941

***

# 7
32
Properties=species:S:1:pos:R:3 method="wB97M-V/def2-TZVPD" largest_force_ev_per_a=4.68 gap_ev=10.24 smiles="N[C@@H](CC(=O)O)C(=O)N[C@@H](CCC(=O)O)C(=O)O" total_energy_ev=-26872.3176 homo_energy_ev=-10.194 lumo_energy_ev=0.04 spin_multiplicity=1
C -2.625 -0.470 0.279
H 3.372 2.104 -0.706
H -2.850 -0.940 1.241
C -4.039 -0.432 -0.250
C -0.810 1.235 -0.286
C 3.427 0.309 -0.294
H 1.541 2.444 -0.145
H 2.724 -0.367 1.644
C 0.490 -0.776 -0.281
N 0.206 0.479 0.245
O -4.736 0.409 -0.799
H 2.733 -2.735 -0.802
H 1.149 -2.911 -0.822
C -2.079 0.933 0.533
H -2.867 1.643 0.251
H -4.053 -2.361 -0.211
H 0.630 0.711 1.155
H 1.265 -1.769 1.321
H -1.751 1.171 1.579
O 2.904 1.533 -0.033
C -0.436 2.792 -0.258
H -2.173 -1.255 -0.196
O -1.293 3.613 -0.260
H -1.131 0.976 -1.312
C 1.647 -1.536 0.377
O -4.652 -1.618 -0.316
H 3.654 -1.506 0.740
O 4.005 0.015 -1.303
O 0.879 3.118 -0.327
O 0.067 -1.270 -1.276
N 1.873 -2.823 -0.185
C 2.927 -0.719 0.698

***

# 8
27
Properties=species:S:1:pos:R:3 method="wB97M-V/def2-TZVPD" largest_force_ev_per_a=5.09 gap_ev=8.79 total_energy_ev=-16065.7266 homo_energy_ev=-12.915 total_charge=+1 lumo_energy_ev=-4.12 spin_multiplicity=1
N -1.534 1.266 1.157
C -3.005 0.961 -0.623
C -1.437 -2.568 0.501
H 5.012 -0.530 0.177
H 5.055 0.153 -1.527
C -2.223 2.055 0.231
H -2.892 2.870 0.530
H -1.667 -0.628 -1.408
H -2.773 -1.242 1.628
O 1.350 1.025 -0.433
C 1.283 -0.288 -0.367
C 4.891 0.279 -0.436
C -2.050 -0.206 -0.447
H -1.921 -3.535 0.779
C -2.070 -1.215 0.801
H -1.447 2.608 -0.413
C 3.370 0.401 -0.430
H 5.262 1.221 0.050
N 2.667 1.512 -0.479
H -1.202 -2.731 -0.591
H 2.948 -1.586 -0.423
H -3.045 1.195 -1.733
N 2.529 -0.692 -0.307
C -1.391 0.054 0.794
H -3.964 0.671 -0.178
H -0.501 -2.580 1.052
H -1.246 1.529 2.094

***

# 9
30
Properties=species:S:1:pos:R:3 method="wB97M-V/def2-TZVPD" largest_force_ev_per_a=3.77 gap_ev=6.69 total_energy_ev=-22220.4302 homo_energy_ev=-3.460 total_charge=-1 lumo_energy_ev=3.23 spin_multiplicity=1
O 1.338 -0.259 -2.525
C 2.024 -0.107 -4.736
C -0.773 1.039 3.837
H -1.381 3.035 4.256
H 2.092 -0.523 -5.742
C -1.305 2.363 3.394
C -1.599 0.351 4.900
H -2.307 2.254 2.960
C 1.195 -0.976 -3.818
C -0.023 -1.819 0.654
O 0.777 1.492 1.715
H -2.626 0.174 4.556
C 0.789 -0.783 -1.402
H -0.712 -0.157 -4.325
C 0.178 0.439 1.772
H 1.578 0.892 -4.798
O -0.688 0.026 2.719
H -0.248 -1.589 -5.266
H -0.789 -1.781 -3.587
H 1.663 -1.967 -3.725
H -1.150 -0.604 5.192
H -1.652 0.976 5.798
N 1.080 -0.038 -0.333
N -0.352 -2.918 0.933
H -0.612 2.805 2.674
O 0.107 -1.842 -1.397
N 0.325 -0.508 0.711
H 0.261 1.153 4.186
C -0.225 -1.137 -4.268
H 3.033 0.011 -4.336

***

# 10
27
Properties=species:S:1:pos:R:3 method="wB97M-V/def2-TZVPD" largest_force_ev_per_a=3.36 gap_ev="8.61 / 4.80" total_energy_ev=-24852.2711 homo_energy_ev="-12.197 / -10.630" total_charge=+1 lumo_energy_ev="-3.59 / -5.83" spin_multiplicity=1
H 2.745 -0.863 -4.082
S 0.850 0.249 -3.299
H -2.384 -0.263 -1.271
C 0.023 1.899 -1.360
H 2.970 -0.634 -2.180
C 0.430 -0.812 2.489
C 0.267 0.480 1.846
H -3.608 -0.655 0.249
H -1.858 -2.362 0.759
N 1.883 2.084 2.819
H 0.978 -0.912 3.393
C -0.173 -1.879 1.904
C -2.766 -0.094 -0.230
N -1.563 -0.273 0.624
C 2.292 -0.928 -3.060
C -0.868 0.716 1.046
H 1.963 -1.882 -2.891
C 1.027 1.422 2.390
H 0.629 2.732 -1.666
H 2.126 2.552 3.685
N 0.756 0.693 -1.777
H -0.512 -1.725 -0.275
C -1.000 -1.674 0.641
H -1.114 1.990 -1.604
H -0.073 -2.826 2.357
H -3.155 1.008 -0.196
H 0.134 1.957 -0.311

***

# 11
27
Properties=species:S:1:pos:R:3 method="wB97M-V/def2-TZVPD" largest_force_ev_per_a=9.85 gap_ev=8.98 smiles=CCc1c[nH]cn1.Cc1c[nH]cn1 total_energy_ev=-15517.5693 homo_energy_ev=-8.053 lumo_energy_ev=0.93 spin_multiplicity=1
C -3.214 1.961 -2.027
C 1.534 -0.917 0.574
H -0.820 3.103 0.216
H 2.711 -2.008 -0.730
N 2.518 -3.045 3.535
N -3.286 2.601 -3.254
H 2.215 -0.048 0.535
H 0.577 -0.446 0.817
H -3.977 2.519 -3.850
H 1.533 -1.102 -1.593
H 3.249 -3.606 3.889
C 1.797 -1.757 1.738
H 0.288 -3.355 4.131
C 1.621 -1.714 -0.663
N 0.688 -2.252 2.389
H -3.712 1.198 -1.710
C -1.610 2.351 -0.118
N -1.302 3.284 -2.433
H -1.923 3.609 -4.490
C -2.068 2.598 -1.423
C -2.083 3.302 -3.519
H -2.452 2.292 0.480
H 0.804 -2.481 -0.708
C 1.145 -2.976 3.431
H -1.037 1.357 -0.133
H 3.908 -2.189 2.486
C 2.898 -2.278 2.427

***

# 12
30
Properties=species:S:1:pos:R:3 method="wB97M-V/def2-TZVPD" largest_force_ev_per_a=6.47 gap_ev=9.52 smiles="C[C@H](N)C(=O)N[C@@H](Cc1c[nH]cn1)C(=O)O" total_energy_ev=-21662.5180 homo_energy_ev=-9.079 lumo_energy_ev=0.44 spin_multiplicity=1
H 0.891 -2.918 -0.990
C -3.253 0.875 -0.531
H 1.698 -2.603 2.292
C 0.175 1.766 -0.142
H -1.063 2.105 1.588
N 0.749 0.504 0.341
C 1.153 2.968 0.108
H 0.076 1.611 -1.182
H 2.656 -3.527 -0.452
N 1.273 -1.922 1.621
N -1.850 -0.518 0.527
C -2.086 0.823 0.121
H -3.142 -2.186 0.342
H -3.757 1.813 -0.931
H 2.654 2.009 -0.878
H 3.164 -1.461 0.620
C 1.756 -0.210 -0.228
H 2.415 -2.253 -1.865
O 2.414 0.188 -1.221
O 2.404 2.864 -0.345
H -1.573 2.980 0.089
C -2.897 -1.149 0.047
H -4.509 -0.618 -1.364
O 0.784 3.988 0.619
N -3.770 -0.298 -0.632
C 2.064 -1.698 0.302
H 0.379 -0.071 1.130
C 2.068 -2.681 -0.863
C -1.148 1.994 0.486
H 0.276 -2.374 1.389

***

# 13
30
Properties=species:S:1:pos:R:3 method="wB97M-V/def2-TZVPD" largest_force_ev_per_a=1.76 gap_ev=8.60 smiles="Nc1nnc(SCC(=O)N2CCCCC2)s1" total_energy_ev=-39238.6162 homo_energy_ev=-7.984 lumo_energy_ev=0.61 spin_multiplicity=1
H 6.034 -0.339 -0.333
H 4.074 -0.160 -1.831
C 5.054 -0.665 0.020
C -1.895 0.623 0.152
C 1.124 0.342 -0.335
C -3.465 -1.157 0.246
N -1.517 -0.365 0.877
H 2.528 0.790 1.873
C 0.599 1.469 0.556
H 0.412 1.121 1.571
H 4.323 1.347 0.249
S -0.981 2.064 -0.110
O 0.584 0.065 -1.386
H 5.199 -1.550 0.645
C 4.157 -1.019 -1.163
H 1.270 2.327 0.553
H 3.076 -0.893 1.913
N -4.530 -1.992 0.206
C 2.999 0.004 1.286
H 5.003 0.662 1.731
H -4.357 -2.927 0.538
S -3.484 0.411 -0.582
C 2.764 -1.399 -0.665
H 2.819 -2.298 -0.041
N 2.202 -0.322 0.128
C 4.401 0.438 0.849
H 4.580 -1.851 -1.728
N -2.392 -1.367 0.924
H -5.162 -1.901 -0.571
H 2.087 -1.583 -1.500

***

# 14
25
Properties=species:S:1:pos:R:3 method="wB97M-V/def2-TZVPD" largest_force_ev_per_a=4.12 gap_ev="5.45 / 5.45" smiles="CC(C)=C=C1CC(C)(C)N1[O-]" total_energy_ev=-13092.4840 homo_energy_ev="-1.850 / -1.848" total_charge=-1 lumo_energy_ev="3.60 / 3.60" spin_multiplicity=1
H 1.268 0.210 2.311
H -0.897 3.214 -0.239
H 1.697 0.161 0.178
H -0.119 -3.403 1.774
N -0.817 -1.526 0.776
C -0.320 -0.271 -0.025
H 1.397 -1.147 3.461
H 1.455 -3.560 0.803
C 0.882 -3.018 1.686
C -1.227 1.615 -3.220
C -0.841 1.762 -1.786
C 0.835 -0.736 2.634
H 0.564 3.254 -1.250
C 0.609 -1.597 1.375
H -1.161 3.833 -1.863
C -0.564 3.154 -1.253
H -0.270 1.630 -3.873
H 1.457 -3.153 2.554
O -1.887 -1.615 1.519
H 1.366 -1.396 -0.734
C 1.077 -0.773 0.109
C -0.612 0.703 -0.940
H -0.183 -0.420 3.000
H -1.745 0.669 -3.459
H -1.963 2.410 -3.540

***

# 15
24
Properties=species:S:1:pos:R:3 method="wB97M-V/def2-TZVPD" largest_force_ev_per_a=2.65 gap_ev="3.19 / 7.05" total_energy_ev=-11606.0027 homo_energy_ev="0.715 / -3.295" total_charge=-1 s_squared=0.761 lumo_energy_ev="3.91 / 3.76" spin_multiplicity=2
H 1.186 -0.885 -3.208
H -1.911 2.061 0.586
H -1.692 -2.098 -0.224
H 1.315 0.516 3.545
H 2.367 -0.226 2.326
H 1.427 -1.233 3.500
C 1.429 -0.337 2.880
H 0.585 -2.269 1.022
H 0.003 1.684 2.370
H -0.398 0.732 -3.088
C 0.486 1.024 -2.513
H 0.975 1.841 -3.048
H 1.055 -0.828 -1.504
C -1.229 -1.212 0.229
C 0.297 -0.310 1.855
C -1.831 0.010 0.019
H -3.133 -0.583 -1.321
C -0.055 -1.396 0.990
H 2.396 0.103 -2.187
H 0.099 1.422 -1.581
C 1.374 -0.227 -2.359
O -2.931 0.208 -0.799
C -0.357 0.903 1.707
C -1.458 1.100 0.804

***

# 16
24
Properties=species:S:1:pos:R:3 method="wB97M-V/def2-TZVPD" largest_force_ev_per_a=3.72 gap_ev=9.29 smiles=Cc1ccc(O)cc1.CC total_energy_ev=-11606.0248 homo_energy_ev=-8.466 lumo_energy_ev=0.82 spin_multiplicity=1
H 3.386 -2.565 -0.606
H 2.311 -1.832 -1.725
H 0.761 2.786 -0.362
O -2.515 0.226 -1.781
C -0.608 1.338 -1.192
C -1.442 -0.308 0.358
H 1.286 1.285 3.003
C 0.352 1.102 1.065
H 0.779 -3.422 -0.951
H -3.347 -0.188 -1.427
H -2.209 -1.030 0.618
C 0.232 1.776 -0.157
C 1.295 1.805 2.030
H -0.692 1.873 -2.191
C 1.402 -3.206 -0.133
H 2.314 1.986 1.575
H 2.407 -1.186 0.056
C -1.484 0.324 -0.879
C 2.367 -2.061 -0.631
C -0.507 0.112 1.374
H 1.204 2.843 2.196
H 1.950 -4.230 0.051
H -0.434 -0.459 2.303
H 0.755 -2.960 0.703

***

# 17
24
Properties=species:S:1:pos:R:3 method="wB97M-V/def2-TZVPD" largest_force_ev_per_a=2.60 gap_ev=9.15 smiles=Cc1ccc(O)cc1.CC total_energy_ev=-11606.2928 homo_energy_ev=-8.293 lumo_energy_ev=0.86 spin_multiplicity=1
H -0.813 1.867 2.810
H -0.025 -0.822 1.183
H 1.731 2.143 -3.253
H 0.318 -2.633 -2.708
C 0.797 0.473 -0.320
H -0.714 -3.547 -0.777
C -0.787 0.825 3.159
H -1.973 -0.980 2.980
C 0.961 -0.504 -2.511
H 0.109 0.493 2.625
H 0.747 2.661 -2.063
C 0.026 -1.744 -0.794
H 0.720 1.428 0.183
C -1.968 0.024 2.558
C 0.440 -1.734 -2.115
C 1.559 1.927 -2.182
H 2.584 2.079 -1.825
H -2.864 0.651 2.629
C 1.022 0.616 -1.712
H 1.347 -0.429 -3.520
C 0.272 -0.725 0.158
O -0.678 -2.773 -0.215
H -0.793 0.811 4.233
H -2.018 -0.105 1.475

***

# 18
24
Properties=species:S:1:pos:R:3 method="wB97M-V/def2-TZVPD" largest_force_ev_per_a=1.55 gap_ev=9.15 smiles=Cc1ccc(O)cc1.CC total_energy_ev=-11606.8983 homo_energy_ev=-8.420 lumo_energy_ev=0.73 spin_multiplicity=1
H -0.126 2.758 4.557
C 0.848 0.405 -1.407
H -1.659 2.552 -2.363
C 1.068 -0.942 -1.185
C -1.320 -1.371 -1.188
H -0.662 2.830 -0.998
H -2.487 0.369 -1.640
C -0.435 0.848 -1.758
H 0.835 2.231 3.166
H 1.613 2.765 4.631
C 0.004 -1.830 -1.159
H 0.761 -0.091 4.169
C 0.725 0.773 4.826
O 0.309 -3.159 -1.030
H -0.081 0.686 5.564
C -1.482 -0.026 -1.486
H -0.365 -3.597 -0.501
C -0.670 2.317 -1.966
C 0.760 2.196 4.251
H 0.078 2.747 -2.625
H 2.019 -1.364 -0.875
H -2.097 -1.986 -0.746
H 1.611 0.611 5.452
H 1.670 1.105 -1.383